No. 1
# C4H7NOS2

The molecule C4H7NOS2 (ωB97M-V with the def2-TZVPD basis set, the Open Molecules 2025 dataset).

Cartesian coordinates (Å):
1 H -0.92 -1.64 1.78
2 S 0.72 2.11 0.27
3 H -1.51 -1.85 0.03
4 C 0.78 1.06 -1.24
5 H 1.74 0.68 -1.38
6 S 0.80 0.07 2.90
7 C -0.24 0.00 -0.96
8 H 0.54 1.60 -2.12
9 N -0.05 -0.47 0.50
10 H 0.12 -2.44 0.58
11 H -1.21 0.45 -1.01
12 H 0.00 -1.00 -1.60
13 O -0.59 2.81 0.15
14 C 0.47 0.41 1.33
15 C -0.66 -1.79 0.77

spin multiplicity: 1
E_LUMO: 0.48 eV
orbital gap: 8.9 eV
energy above the lowest of the compared OMol25 structures with the same formula, charge and spin: 55.5 kcal per mole
E_tot: -29467.3833 eV
E_HOMO: -8.39 eV
net charge: 0

natural (NBO) population analysis, charges in e, atoms 1 to 4: 0.239, 1.216, 0.209, -0.625

No. 2
# C3H8O4P

A cluster of 2 separate species, C3H8O4P in total (ωB97M-V with the def2-TZVPD basis set, the Open Molecules 2025 dataset).

Cartesian coordinates (Å):
1 O 0.61 2.09 1.29
2 H -2.21 0.47 -2.43
3 C 1.87 -0.86 -0.89
4 O 2.25 0.34 1.75
5 O 1.24 0.29 -0.72
6 H 2.38 -1.15 -0.02
7 C -2.06 0.24 -0.30
8 O -2.80 -0.70 -0.30
9 H 2.50 1.26 2.07
10 P 0.75 0.62 1.07
11 H 1.14 -1.63 -1.08
12 H 2.57 -0.98 -1.76
13 H -1.75 0.84 0.44
14 H -0.49 0.48 -1.84
15 C -1.54 0.81 -1.65
16 H -1.61 1.91 -1.54

spin multiplicity: 1
E_LUMO: 3.99 eV
orbital gap: 7.8 eV
energy above the lowest of the compared OMol25 structures with the same formula, charge and spin: 57.4 kcal per mole
E_tot: -20721.0780 eV
E_HOMO: -3.80 eV
net charge: -1

natural (NBO) population analysis, charges in e, atoms 1 to 4: -1.201, 0.196, -0.230, -1.061

No. 3
# C3H6N4O

The molecule C3H6N4O (ωB97M-V with the def2-TZVPD basis set, the Open Molecules 2025 dataset).

Cartesian coordinates (Å):
1 N -0.68 -0.71 0.12
2 N 1.64 -0.10 -0.44
3 H 1.58 3.12 -0.43
4 O -2.65 -1.60 -0.27
5 N -1.28 0.37 0.66
6 C -1.47 -1.75 -0.18
7 H -1.92 0.79 -0.05
8 H 1.04 -1.82 0.05
9 C 1.90 2.09 -0.29
10 C 0.71 -0.84 -0.01
11 H -0.85 -2.69 -0.35
12 H -1.80 0.09 1.50
13 H 2.65 1.83 0.45
14 N 1.13 1.21 -0.77

spin multiplicity: 1
E_LUMO: 0.75 eV
orbital gap: 10.5 eV
energy above the lowest of the compared OMol25 structures with the same formula, charge and spin: 86.1 kcal per mole
SMILES: C=N/N=C\N(N)C=O
E_tot: -11213.0414 eV
E_HOMO: -9.72 eV
net charge: 0

natural (NBO) population analysis, charges in e, atoms 1 to 4: -0.317, -0.287, 0.181, -0.574

No. 4
# C4H6N2O

A structure of composition C4H6N2O (ωB97M-V with the def2-TZVPD basis set, the Open Molecules 2025 dataset).

Cartesian coordinates (Å):
1 C 1.76 -0.41 0.77
2 H -0.60 1.84 -0.43
3 H -2.17 0.17 0.73
4 H 1.57 0.82 -0.33
5 H -1.13 0.68 -1.67
6 C -0.63 0.78 -0.70
7 N 0.73 -1.10 0.04
8 H 1.15 -0.06 -1.78
9 O -0.85 -1.93 1.55
10 C 0.77 0.15 -0.78
11 H 1.22 0.20 1.55
12 C -0.54 -1.10 0.73
13 N -1.27 -0.02 0.32

spin multiplicity: 1
E_LUMO: 0.65 eV
orbital gap: 9.3 eV
energy above the lowest of the compared OMol25 structures with the same formula, charge and spin: 104.2 kcal per mole
E_tot: -9268.9829 eV
E_HOMO: -8.65 eV
net charge: 0

natural (NBO) population analysis, charges in e, atoms 1 to 4: -0.019, 0.206, 0.418, 0.265

No. 5
# C16H37BeCl2F8N2O11PSSi2

A structure of composition C16H37BeCl2F8N2O11PSSi2 (ωB97M-V with the def2-TZVPD basis set, the Open Molecules 2025 dataset).

Cartesian coordinates (Å):
1 H -3.31 -5.57 1.50
2 H 3.04 5.91 -6.42
3 H 4.76 5.84 -6.89
4 H -5.26 -2.53 0.34
5 F 0.47 6.77 -1.11
6 H -3.86 -6.44 0.06
7 H 0.42 -2.78 2.54
8 O 0.01 0.70 0.29
9 H -3.08 0.31 0.47
10 F 4.54 5.10 -0.46
11 O 2.08 1.70 2.36
12 O 2.90 5.45 0.95
13 N 0.15 -0.46 0.33
14 Be 6.11 -1.08 3.10
15 H 5.48 6.07 -4.50
16 C 1.58 4.94 1.07
17 O -3.87 -2.04 -1.82
18 H -4.50 -10.22 -0.06
19 F -1.31 7.16 0.08
20 H 4.17 1.51 4.35
21 Si 2.57 -1.53 2.34
22 H 0.91 1.06 4.49
23 H -5.25 -1.82 1.97
24 Si 4.81 -2.74 1.01
25 H -5.81 -1.22 -1.92
26 F 0.89 7.10 1.69
27 H 3.62 4.62 -7.51
28 H -6.63 -1.55 0.89
29 C 3.88 5.25 -6.65
30 H -2.25 -0.83 -1.51
31 H 2.85 2.23 2.10
32 C 0.42 5.96 1.15
33 C -2.55 -7.54 1.33
34 Cl -2.89 -3.76 -1.12
35 F 4.11 7.56 -1.70
36 H 3.06 -2.53 3.30
37 S 4.20 4.18 -5.25
38 H -4.68 -8.60 2.56
39 F 2.59 8.03 -0.22
40 H 4.41 -3.74 -0.01
41 C -5.00 -9.51 0.60
42 O 4.19 0.78 3.70
43 C -3.33 -0.80 -1.33
44 O -0.01 -0.91 1.63
45 C 3.39 5.78 -0.31
46 F -0.48 5.46 2.03
47 C -5.55 -1.66 0.93
48 O -2.87 -8.83 1.54
49 H -0.80 5.35 -0.55
50 H -5.99 -9.91 0.85
51 C 0.83 -2.09 1.78
52 C -4.19 -9.28 1.86
53 H -4.57 -6.77 1.66
54 O -4.96 -0.47 0.44
55 H 6.10 -2.17 0.58
56 Cl -1.06 -3.10 0.29
57 H -3.15 -1.44 0.73
58 H 0.96 -2.61 0.81
59 H 1.38 4.15 0.33
60 H 4.98 -3.38 2.32
61 H -3.74 0.04 -1.90
62 H -4.06 -10.23 2.38
63 O 5.45 3.42 -5.54
64 H -4.97 -1.44 -3.48
65 O 3.68 -1.46 1.03
66 C -5.13 -1.87 -2.48
67 H 4.92 5.05 -3.15
68 H 4.46 7.58 0.27
69 O -1.40 -7.23 1.23
70 H 3.77 6.15 -3.95
71 C -3.58 -0.61 0.15
72 H 1.58 4.42 2.03
73 C -0.33 6.25 -0.15
74 N 1.65 0.36 4.56
75 C 4.64 5.50 -4.10
76 H -5.60 -2.85 -2.59
77 P 2.60 0.46 3.33
78 C -3.65 -6.53 1.12
79 H -5.14 -8.59 0.04
80 F 2.55 5.33 -1.26
81 C 3.69 7.28 -0.44

spin multiplicity: 1
E_LUMO: -2.83 eV
orbital gap: 4.8 eV
E_tot: -125751.2502 eV
E_HOMO: -7.66 eV
net charge: 0

Mulliken population analysis, charges in e, atoms 1 to 4: 0.220, 0.329, 0.296, 0.238

No. 6
# C4H7ClO2

The molecule C4H7ClO2 (ωB97M-V with the def2-TZVPD basis set, the Open Molecules 2025 dataset).

Cartesian coordinates (Å):
1 H 0.20 2.29 -0.40
2 C -0.95 0.86 0.73
3 H -0.75 1.31 1.69
4 H -0.35 -1.01 1.11
5 H -1.49 -0.89 -0.88
6 H 0.03 -0.43 -1.63
7 H -1.92 0.60 0.66
8 O 2.26 -1.54 0.54
9 Cl 2.56 0.87 -0.34
10 C 1.64 -0.58 0.27
11 O -0.69 1.99 -0.17
12 C 0.06 -0.39 0.39
13 H -0.11 -2.03 -1.06
14 C -0.49 -1.04 -0.93

spin multiplicity: 1
E_LUMO: 0.70 eV
orbital gap: 11.2 eV
energy above the lowest of the compared OMol25 structures with the same formula, charge and spin: 31.9 kcal per mole
SMILES: C[C@H](CO)C(=O)Cl
E_tot: -20877.2015 eV
E_HOMO: -10.47 eV
net charge: 0

natural (NBO) population analysis, charges in e, atoms 1 to 4: 0.494, -0.015, 0.181, 0.218

No. 7
# C4H8O2

A structure of composition C4H8O2 (ωB97M-V with the def2-TZVPD basis set, the Open Molecules 2025 dataset).

Cartesian coordinates (Å):
1 H 2.06 -1.26 -0.03
2 H -0.39 2.28 0.05
3 O 0.08 -1.62 0.49
4 H 1.77 1.17 -0.27
5 H 1.07 0.64 1.27
6 C -1.56 -0.68 0.35
7 H -1.25 -1.24 -0.50
8 H -2.39 -1.01 1.00
9 C 0.97 0.59 0.18
10 H 0.96 -0.92 -1.34
11 C 1.04 -0.88 -0.23
12 O -1.43 0.62 0.52
13 H -0.57 1.10 -1.28
14 C -0.36 1.22 -0.21

spin multiplicity: 1
E_LUMO: 0.90 eV
orbital gap: 9.8 eV
energy above the lowest of the compared OMol25 structures with the same formula, charge and spin: 84.1 kcal per mole
E_tot: -8369.6356 eV
E_HOMO: -8.89 eV
net charge: 0

natural (NBO) population analysis, charges in e, atoms 1 to 4: 0.187, 0.200, -0.686, 0.213

No. 8
# C9H21Cl2O3P2Tl

A structure of composition C9H21Cl2O3P2Tl (ωB97M-V with the def2-TZVPD basis set, the Open Molecules 2025 dataset).

Cartesian coordinates (Å):
1 H -0.76 0.66 4.03
2 H 0.43 -5.48 -4.49
3 H -2.28 2.44 -1.97
4 H 0.79 -2.67 2.09
5 H -1.04 3.58 -2.57
6 H 3.33 0.20 3.53
7 H -0.38 -0.87 4.85
8 C -0.47 -0.38 3.87
9 H 1.36 3.21 -0.49
10 Cl 2.75 -0.35 -1.61
11 H 0.19 2.00 -3.96
12 H 1.67 -2.64 3.64
13 H 2.31 2.04 -1.45
14 O 0.90 0.32 1.62
15 H -1.14 -4.69 -4.81
16 P -0.05 1.57 -1.57
17 H 2.35 -0.28 4.95
18 C 0.05 1.09 -3.35
19 H 0.90 0.41 -3.47
20 C -1.90 1.01 0.48
21 C 0.07 -3.70 -3.39
22 P 1.08 -0.40 2.94
23 O -0.80 -3.17 -2.74
24 H -1.26 -0.88 3.30
25 O -2.65 0.81 1.31
26 H 1.43 3.38 -2.29
27 Tl 0.63 -1.53 -0.56
28 C -1.31 2.89 -1.76
29 C 1.41 2.67 -1.45
30 H 2.51 -2.15 2.14
31 C 1.55 -2.13 2.68
32 C -0.08 -4.52 -4.62
33 H -1.38 3.45 -0.81
34 Cl 1.80 -3.52 -2.94
35 H -0.88 0.59 -3.64
36 C 2.34 0.28 4.01
37 H 0.36 -3.98 -5.47
38 H 2.12 1.34 4.23

spin multiplicity: 1
E_LUMO (spin up / spin down): -11.22 / -10.28 eV
orbital gap (spin up / spin down): 5.3 / 6.4 eV
energy above the lowest of the compared OMol25 structures with the same formula, charge and spin: 0.0 kcal per mole
E_tot: -64115.7392 eV
E_HOMO (spin up / spin down): -16.54 / -16.65 eV
net charge: +2

Mulliken population analysis, charges in e, atoms 1 to 4: 0.373, 0.356, 0.435, 0.212